No. 1
Here is C6H8S2 in the gas phase from OMol25. Energies are from ωB97M-V/def2-TZVPD.

Geometry as XYZ:
```
16
Properties=species:S:1:pos:R:3:forces:R:3:nbo_charge:R:1
C -0.914833 0.086960 -0.193145 -0.9880 0.6635 -0.4259 -0.334
C -0.529155 1.470309 0.481345 -0.6193 -1.0501 -0.4787 -0.441
C 0.903702 1.812931 0.210648 0.0056 -0.9016 0.3289 -0.218
C 1.916791 1.027660 -0.142683 0.9166 -0.2128 -0.8241 -0.351
C 0.885680 -1.464770 0.568225 -1.2026 1.0595 -0.9062 -0.357
C -0.389217 -1.059180 0.592669 0.5488 -0.3757 0.7286 -0.200
H -2.865313 -0.913544 0.756485 -0.2504 0.3242 -0.4075 0.115
H -0.574937 0.040924 -1.258684 0.0928 0.1770 0.9575 0.242
H -0.735872 1.384385 1.563820 0.0226 0.1283 -0.4214 0.222
H -1.173849 2.268013 0.076240 0.2048 -0.2753 0.1817 0.227
H 1.195953 2.822211 0.381076 -0.0262 0.8505 -0.1440 0.215
H 2.863497 1.514483 -0.444160 -0.5162 -0.2487 0.4755 0.223
H 1.154970 -2.304774 1.132285 0.6318 -1.0190 0.7472 0.222
H -1.074401 -1.522790 1.339215 0.6465 0.2370 -0.6876 0.209
S -2.777607 -0.183436 -0.382575 0.9235 0.1186 0.5902 -0.049
S 2.150866 -0.724837 -0.407964 -0.3903 0.5247 0.2860 0.275
```
Positions in Å, forces in eV/Å.

The molar mass is 144.26 Da. As for the largest force on an atom: 1.841 eV/A. The gap between HOMO and LUMO comes out at 9.2 eV. The calculation puts the total energy at -1029.741098 Eh. Its LUMO energy is 0.79 eV. Its highest occupied orbital energy is -8.38 eV.



No. 2
Here is C6H8S2 in the gas phase from OMol25. Energies are from ωB97M-V/def2-TZVPD.

Geometry as XYZ:
```
16
Properties=species:S:1:pos:R:3:forces:R:3:nbo_charge:R:1
C -2.525291 -0.431357 0.667544 -3.2013 -0.5568 2.8250 -0.398
C -2.149170 0.603080 -0.026150 1.7346 -0.5842 -1.7671 -0.238
C -0.831832 0.461459 -0.871097 -2.2375 1.0731 -0.0316 -0.487
C 1.220853 -0.684794 0.293385 -0.6880 -0.9481 2.2346 -0.386
C 2.715880 -0.312568 0.370544 2.4144 -1.2730 -0.5585 -0.365
C 1.653142 0.526667 -0.329846 0.7448 0.5678 -1.9957 -0.408
H -3.640841 -0.337881 1.006888 2.2450 -0.5957 0.0007 0.198
H -1.865483 -1.237480 1.072352 -1.0706 0.6555 -0.9226 0.227
H -2.839967 1.430401 -0.164532 0.3384 0.0202 -0.4152 0.217
H -1.243015 0.775750 -1.935767 1.6233 -1.0520 1.7250 0.245
H 0.851434 -0.437457 1.292822 -0.2763 -0.3302 -0.1943 0.213
H 3.437472 -0.204981 1.372390 -2.8045 -0.0665 -2.5092 0.260
H 3.334337 -0.800197 -0.458627 -0.6177 0.8780 1.3437 0.226
H 1.693800 0.288167 -1.422201 0.6317 0.5910 0.8554 0.223
S -0.167431 -1.358885 -0.696800 1.1844 1.4216 -0.3849 0.221
S 0.356114 1.720073 -0.170898 -0.0207 0.1993 -0.2053 0.250
```
Positions in Å, forces in eV/Å.

The molar mass is 144.26 Da. As for the largest force on an atom: 4.306 eV/A. The gap between HOMO and LUMO comes out at 9.2 eV. The calculation puts the total energy at -1029.608506 Eh. Its LUMO energy is 0.66 eV. Its highest occupied orbital energy is -8.53 eV.



> What is the largest force on an atom in the second record?

4.306 eV/A